(1)
Below is C5H8O2 as an isolated structure, with properties calculated with ωB97M-V/def2-TZVPD.

Geometry as XYZ:
```
15
Properties=species:S:1:pos:R:3:forces:R:3
C -0.66280 -0.53446 1.46103 0.0 0.0 0.0
C -0.12782 -0.70326 0.08051 0.0 -0.4 0.0
C 0.20417 -1.80275 -0.57303 -0.1 0.1 0.1
C 1.72680 1.27120 0.14668 0.0 0.1 -0.4
O 0.13920 0.52616 -0.59547 0.0 0.0 0.0
C -0.93045 1.28062 -0.98621 -0.4 0.0 0.0
O -2.06977 0.93909 -0.88461 0.6 0.1 -0.1
H -1.69245 -0.16391 1.43281 0.2 0.0 0.0
H -0.03400 0.18495 1.99484 -0.1 -0.1 -0.1
H -0.64597 -1.49385 1.98263 0.0 0.1 -0.1
H 0.08976 -2.77303 -0.10273 0.0 0.2 0.0
H 0.60469 -1.75690 -1.58058 -0.1 0.0 0.2
H 2.34024 0.60622 -0.49925 -0.1 0.1 0.2
H 1.64827 2.18879 -0.48158 0.0 -0.2 0.2
H -0.56572 2.22100 -1.41768 0.0 -0.1 0.1
```
Positions in Å, forces in eV/Å.

Its electronic energy is -9404.66728 eV. The gap between HOMO and LUMO is 0.34761 hartree. The calculation puts the max |F| at 0.649 eV Å⁻¹.

List of Löwdin charges in e, atom by atom:
1 C -0.022
2 C -0.378
3 C 0.108
4 C 0.121
5 O -0.186
6 C -0.278
7 O 0.124
8 H 0.087
9 H 0.080
10 H 0.090
11 H 0.078
12 H 0.083
13 H -0.025
14 H -0.039
15 H 0.155



(2)
Below is a 2-piece molecular cluster, C3H10OS overall in a non-equilibrium geometry, with properties calculated with ωB97M-V/def2-TZVPD.

Geometry as XYZ:
```
15
Properties=species:S:1:pos:R:3:forces:R:3
C 2.73694 0.98292 -0.96686 -0.3 -0.7 -0.4
C 2.19685 -0.27833 -1.64711 0.1 0.2 -2.4
S 3.46423 -1.57093 -1.87393 0.6 -0.2 -0.1
H 2.93484 0.73575 0.07025 -0.1 0.9 0.3
H 3.63842 1.38061 -1.46142 -0.1 -0.7 0.2
H 1.99352 1.72864 -1.24289 -0.2 0.4 1.2
H 1.85543 0.16472 -2.62616 0.3 -1.3 0.6
H 1.38815 -0.92349 -1.27438 -0.1 1.3 0.6
H 3.50558 -1.69698 -3.20704 -0.1 0.2 0.0
C -3.84166 -0.16927 2.67307 -0.1 -0.9 0.8
O -4.66517 0.47012 1.71010 0.8 -0.3 -0.3
H -3.06901 0.46672 3.15246 -0.2 -0.2 -0.8
H -3.43003 -1.15548 2.33462 0.0 1.0 -0.1
H -4.49521 -0.45283 3.48617 -0.3 0.0 0.3
H -4.21288 0.31781 0.87313 -0.3 0.3 -0.1
```
Positions in Å, forces in eV/Å.

Its SMILES is CCS.CO. Its electronic energy is -16154.55934 eV. The gap between HOMO and LUMO is 0.35562 hartree. The calculation puts the max |F| at 2.399 eV Å⁻¹.

List of Löwdin charges in e, atom by atom:
1 C -0.184
2 C -0.633
3 S 0.651
4 H 0.065
5 H 0.074
6 H 0.064
7 H 0.082
8 H 0.047
9 H -0.166
10 C -0.184
11 O -0.119
12 H 0.080
13 H 0.089
14 H 0.064
15 H 0.071



(3)
Below is a 2-piece molecular cluster, C3H13N3 overall, with properties calculated with ωB97M-V/def2-TZVPD.

Geometry as XYZ:
```
19
Properties=species:S:1:pos:R:3:forces:R:3
C -2.10468 -0.39461 -0.95420 -0.2 -0.3 0.1
N -1.71526 -0.57236 0.43083 0.4 0.2 0.1
C -1.54482 0.68649 1.14580 0.3 -0.1 -0.6
H -1.32534 0.14193 -1.49635 0.0 0.1 0.0
H -3.05118 0.13650 -1.07112 -0.1 0.3 -0.1
H -2.22189 -1.37442 -1.41686 0.0 0.0 -0.1
H -2.37978 -1.15307 0.91941 0.0 -0.1 0.0
H -2.47055 1.25521 1.24059 -0.2 0.1 0.3
H -1.06341 0.48922 2.09811 -0.2 0.1 0.3
H -0.86286 1.31873 0.57001 0.1 0.0 0.0
N 1.37974 -0.97277 -0.57896 -0.2 -0.6 0.0
C 2.46293 -0.37460 0.12465 0.3 0.5 0.6
N 2.62862 1.08593 0.06159 0.4 -0.6 0.3
H 1.45681 -1.01848 -1.58120 0.0 0.2 0.0
H 0.44626 -0.77382 -0.24657 0.0 0.0 0.0
H 3.39733 -0.82006 -0.20090 0.1 -0.1 -0.3
H 2.40514 -0.63007 1.19259 -0.2 0.1 -0.2
H 1.96875 1.56430 0.65604 -0.2 0.1 -0.3
H 2.59418 1.40597 -0.89347 -0.2 0.2 0.0
```
Positions in Å, forces in eV/Å.

Its SMILES is CNC.NCN. Its electronic energy is -7791.58547 eV. The gap between HOMO and LUMO is 0.34848 hartree. The calculation puts the max |F| at 0.858 eV Å⁻¹.

List of Löwdin charges in e, atom by atom:
1 C -0.158
2 N -0.205
3 C -0.145
4 H 0.070
5 H 0.072
6 H 0.079
7 H 0.098
8 H 0.072
9 H 0.075
10 H 0.067
11 N 0.010
12 C -0.387
13 N -0.013
14 H 0.060
15 H 0.017
16 H 0.094
17 H 0.106
18 H 0.040
19 H 0.049



(4)
Below is an isolated molecule of C3H6N2OS in a non-equilibrium geometry, with properties calculated with ωB97M-V/def2-TZVPD.

Geometry as XYZ:
```
13
Properties=species:S:1:pos:R:3:forces:R:3
O -2.37472 -0.61557 0.28710 -1.9 -1.8 -1.6
C -1.48708 0.39932 0.15566 2.0 0.6 -3.9
N -0.30927 -0.13409 -0.80577 -3.8 -1.0 1.1
N 0.67478 0.78068 -0.72638 0.4 1.1 0.8
C 1.64393 0.39213 0.19381 1.2 1.1 2.1
C 1.56047 -0.84907 0.66048 1.0 -0.4 0.2
S 0.27368 -1.64192 -0.15725 -0.5 -1.1 -0.6
H -2.65131 -1.08920 -0.62097 1.2 2.1 2.8
H -1.85720 1.35500 -0.42537 0.6 -1.8 1.3
H -0.87071 0.64911 1.01547 -1.0 0.0 0.8
H 0.96887 0.96596 -1.63056 1.3 0.7 -1.9
H 2.17814 1.19008 0.72043 0.4 -0.4 -0.6
H 2.25044 -1.40242 1.33334 -0.8 0.8 -0.4
```
Positions in Å, forces in eV/Å.

Its SMILES is OCN1NC=CS1. Its electronic energy is -19067.84597 eV. The gap between HOMO and LUMO is 0.30756 hartree. The calculation puts the max |F| at 4.404 eV Å⁻¹.

List of Löwdin charges in e, atom by atom:
1 O -0.119
2 C -0.301
3 N -0.435
4 N -0.121
5 C -0.248
6 C -0.421
7 S 0.921
8 H 0.176
9 H 0.146
10 H 0.103
11 H 0.099
12 H 0.114
13 H 0.086



(5)
Below is an isolated molecule of C3H6INO in a non-equilibrium geometry, with properties calculated with ωB97M-V/def2-TZVPD.

Geometry as XYZ:
```
12
Properties=species:S:1:pos:R:3:forces:R:3
C -0.08766 1.02941 0.12049 3.5 0.7 -0.1
C 0.42596 -0.03730 -0.88680 -2.3 0.2 1.3
C -1.22374 0.60580 0.82484 -2.0 -1.1 3.0
N 1.00094 -1.91985 0.33022 1.0 1.0 -0.5
O 1.45898 -0.74405 -0.35433 1.5 -3.6 1.8
I -2.99115 0.27202 -0.21151 0.2 0.1 0.3
H 0.81158 1.27964 0.81397 -1.6 -0.2 -1.1
H -0.29749 1.84722 -0.53618 -0.2 1.1 -0.1
H -0.48596 -0.62135 -1.00268 0.5 -0.7 -0.8
H 0.72491 0.44462 -1.77226 0.6 0.3 -1.2
H -1.19856 0.26245 1.90037 -0.2 0.4 -1.5
H 1.86218 -2.41860 0.77389 -1.1 1.7 -1.2
```
Positions in Å, forces in eV/Å.

Its electronic energy is -14841.06502 eV. The gap between HOMO and LUMO (spin up / spin down) is 0.28271 / 0.34341 hartree. The calculation puts the max |F| at 4.355 eV Å⁻¹.

List of Löwdin charges in e, atom by atom:
1 C -0.359
2 C -0.293
3 C -0.654
4 N 0.120
5 O -0.190
6 I 0.834
7 H 0.155
8 H 0.089
9 H 0.049
10 H 0.111
11 H 0.057
12 H 0.081



(6)
Below is an isolated ion of composition C12H12NO2S and charge -1 in a non-equilibrium geometry, with properties calculated with ωB97M-V/def2-TZVPD.

Geometry as XYZ:
```
28
Properties=species:S:1:pos:R:3:forces:R:3
C 4.25577 1.49549 2.27786 0.2 0.1 0.1
C 2.96688 1.66658 1.51813 -0.3 0.1 -0.2
C 2.98272 1.62012 0.11469 -0.3 0.2 0.1
C 1.79744 1.61859 -0.61231 -0.2 -0.4 0.6
C 0.55937 1.57463 0.08630 0.5 0.3 0.4
S -0.87059 1.16768 -0.77837 -1.3 1.2 -1.5
C -1.79837 -0.65513 -0.14568 1.0 0.5 1.9
C -0.99112 -1.68903 -0.59468 0.5 -1.9 -0.7
C -1.67598 -2.52762 -1.54666 1.2 0.9 1.0
O -1.32120 -3.49340 -2.22602 -0.5 0.4 0.2
N -2.98941 -2.00357 -1.56874 -1.5 0.1 -0.3
C -4.04848 -2.62038 -2.33219 0.2 0.2 0.0
C -3.15796 -0.90910 -0.73936 0.1 -0.1 -0.7
O -4.18531 -0.29976 -0.51651 0.0 -0.3 -0.2
C 0.54597 1.90666 1.46344 0.3 -0.5 -0.5
C 1.74532 1.89102 2.17219 0.5 0.0 -0.3
H 4.06497 1.55789 3.35379 0.2 0.0 -0.1
H 4.72421 0.52165 2.06075 -0.2 0.2 0.1
H 4.99541 2.26515 2.01064 -0.2 -0.1 0.1
H 3.94859 1.56809 -0.38930 -0.2 0.0 0.0
H 1.78075 1.59080 -1.70643 0.1 -0.2 0.5
H -1.83199 -0.30382 0.90671 -0.1 -0.4 -0.7
H 0.05882 -1.81330 -0.41642 0.2 0.0 0.2
H -4.95574 -2.05787 -2.11024 -0.1 -0.1 -0.2
H -3.79486 -2.56156 -3.39799 -0.3 -0.1 0.1
H -4.16708 -3.67978 -2.06569 0.0 0.3 0.0
H -0.41399 2.12539 1.93277 0.3 -0.3 0.0
H 1.77587 2.04456 3.24931 -0.2 0.0 -0.1
```
Positions in Å, forces in eV/Å.

Its SMILES is Cc1ccc(S[C@@H]2C=C([O-])N(C)C2=O)cc1. The charge is -1. Its electronic energy is -29059.95804 eV. The gap between HOMO and LUMO is 0.22165 hartree. The calculation puts the max |F| at 2.306 eV Å⁻¹.

List of Löwdin charges in e, atom by atom:
1 C -0.082
2 C -0.310
3 C -0.075
4 C -0.117
5 C -0.657
6 S 0.807
7 C -0.348
8 C -0.128
9 C -0.475
10 O -0.001
11 N -0.040
12 C -0.034
13 C -0.446
14 O 0.056
15 C -0.113
16 C -0.073
17 H 0.064
18 H 0.077
19 H 0.072
20 H 0.104
21 H 0.093
22 H 0.095
23 H 0.085
24 H 0.078
25 H 0.087
26 H 0.087
27 H 0.096
28 H 0.097



Q: What is the max |F| in the first record?
A: 0.649 eV Å⁻¹



Q: Number 5 is which compound?
A: C3H6INO